Computed, not measured: a cluster of 8 separate species, C33H72F9NO11S in total at a distorted geometry, with ωB97M-V/def2-TZVPD.

Properties
SMILES: NC(=O)OS(=O)(=O)C(F)(F)C(F)(F)C(F)(F)C(F)(F)F.CCOCC.CCOCC.CCOCC.CCOCC.CCOCC.CCOCC.CCOCC
Electronic energy, eV: -94686.086

Last column: Mulliken charge in e.
Positions of all 127 atoms, in Å:
N1 -7.650 0.371 -2.948  -0.52
C1 -7.558 -0.746 -1.979  0.44
O1 -7.457 -1.916 -2.429  -0.45
O2 -7.562 -0.404 -0.583  -0.26
S1 -6.048 -0.550 0.126  1.28
O3 -5.814 -2.030 0.350  -0.55
O4 -6.137 0.178 1.451  -0.61
C2 -4.636 0.030 -0.940  0.57
F1 -4.452 -0.829 -2.075  -0.27
F2 -5.062 1.284 -1.512  -0.26
C3 -3.257 0.304 -0.158  0.48
F3 -3.131 1.733 -0.073  -0.30
F4 -3.231 -0.158 1.176  -0.13
C4 -1.936 -0.205 -0.907  0.46
F5 -0.831 0.343 -0.171  -0.26
F6 -1.881 0.423 -2.181  -0.27
C5 -1.735 -1.798 -0.949  0.68
F7 -0.435 -2.104 -0.512  -0.20
F8 -2.751 -2.539 -0.329  -0.16
F9 -1.775 -2.167 -2.336  -0.29
H1 -8.137 0.054 -3.809  0.25
H2 -6.705 0.642 -3.282  0.32
C6 -1.122 -1.646 3.049  -0.61
C7 -0.722 -0.229 3.427  -0.29
O5 -0.573 -0.037 4.826  -0.45
C8 0.412 -0.833 5.471  -0.54
C9 1.818 -0.612 4.938  -0.66
H3 -2.043 -1.934 3.560  0.27
H4 -1.280 -1.720 1.970  -0.07
H5 -0.353 -2.372 3.323  0.33
H6 -1.510 0.457 3.102  0.31
H7 0.189 0.077 2.903  0.25
H8 0.135 -1.891 5.424  0.33
H9 0.391 -0.555 6.528  0.36
H10 1.905 -0.906 3.889  0.02
H11 2.539 -1.200 5.512  0.41
H12 2.092 0.444 5.007  0.29
C10 6.797 -3.898 4.616  -1.02
C11 5.299 -3.771 4.829  -0.39
O6 4.796 -2.470 4.556  -0.29
C12 4.975 -1.987 3.230  -0.21
C13 4.301 -2.847 2.174  -1.46
H13 7.335 -3.162 5.219  0.25
H14 7.137 -4.899 4.898  0.41
H15 7.076 -3.734 3.573  0.25
H16 5.074 -3.976 5.880  0.34
H17 4.752 -4.518 4.245  0.35
H18 6.040 -1.860 3.014  0.40
H19 4.533 -0.987 3.201  0.39
H20 4.727 -3.852 2.136  0.31
H21 4.416 -2.395 1.185  0.44
H22 3.233 -2.951 2.389  0.29
C14 6.579 1.841 4.692  -1.19
C15 7.297 0.566 4.285  0.08
O7 7.664 0.536 2.912  -0.26
C16 8.547 1.557 2.471  -0.17
C17 9.888 1.554 3.187  -1.40
H23 5.693 1.998 4.071  0.22
H24 6.268 1.783 5.739  0.41
H25 7.217 2.720 4.583  0.34
H26 6.625 -0.282 4.445  0.00
H27 8.174 0.388 4.916  0.32
H28 8.062 2.535 2.547  0.19
H29 8.719 1.380 1.406  0.40
H30 9.778 1.760 4.254  0.30
H31 10.546 2.317 2.763  0.43
H32 10.372 0.579 3.088  0.31
C18 -8.952 -3.386 0.123  -0.12
C19 -9.819 -2.927 1.282  -0.44
O8 -10.591 -3.969 1.863  -0.45
C20 -9.865 -5.058 2.416  -0.29
C21 -8.924 -4.655 3.539  -0.92
H33 -9.562 -3.864 -0.648  0.35
H34 -8.431 -2.539 -0.319  -0.33
H35 -8.198 -4.110 0.440  0.20
H36 -10.531 -2.181 0.915  0.35
H37 -9.218 -2.427 2.050  0.28
H38 -9.329 -5.596 1.627  0.29
H39 -10.608 -5.755 2.813  0.34
H40 -8.139 -3.983 3.189  0.17
H41 -8.444 -5.540 3.968  0.39
H42 -9.473 -4.137 4.331  0.28
C22 6.208 5.949 -0.978  -0.93
C23 4.938 5.368 -0.382  -0.30
O9 4.556 4.127 -0.961  -0.45
C24 5.486 3.059 -0.839  -0.41
C25 5.799 2.687 0.600  -0.82
H43 6.107 6.064 -2.059  0.22
H44 6.420 6.928 -0.538  0.42
H45 7.073 5.308 -0.795  0.21
H46 4.113 6.063 -0.565  0.34
H47 5.021 5.268 0.705  0.28
H48 6.401 3.287 -1.396  0.16
H49 5.033 2.195 -1.333  0.37
H50 6.286 3.506 1.134  0.21
H51 6.466 1.821 0.632  0.39
H52 4.881 2.441 1.141  0.26
C26 9.701 4.231 -6.263  -1.04
C27 9.209 4.148 -4.828  -0.32
O10 7.875 4.609 -4.657  -0.42
C28 6.868 3.917 -5.383  -0.35
C29 6.771 2.443 -5.031  -0.89
H53 9.615 5.253 -6.639  0.28
H54 10.747 3.921 -6.324  0.39
H55 9.124 3.586 -6.929  0.26
H56 9.839 4.785 -4.202  0.33
H57 9.311 3.131 -4.434  0.30
H58 7.012 4.058 -6.459  0.32
H59 5.919 4.400 -5.134  0.34
H60 7.684 1.903 -5.291  0.29
H61 5.940 1.977 -5.569  0.40
H62 6.607 2.315 -3.958  0.12
C30 -10.923 -1.066 -7.736  -1.03
C31 -10.925 -1.750 -6.380  -0.36
O11 -10.499 -0.907 -5.318  -0.37
C32 -11.274 0.263 -5.088  -0.29
C33 -12.725 -0.027 -4.740  -1.09
H63 -9.933 -0.663 -7.961  0.28
H64 -11.200 -1.776 -8.520  0.39
H65 -11.632 -0.235 -7.774  0.27
H66 -10.225 -2.590 -6.409  0.31
H67 -11.908 -2.176 -6.155  0.31
H68 -11.203 0.940 -5.946  0.31
H69 -10.809 0.783 -4.246  0.33
H70 -13.249 -0.517 -5.562  0.26
H71 -13.253 0.903 -4.511  0.39
H72 -12.785 -0.686 -3.870  0.30

Cartesian forces (eV/Å) of the 2 atoms listed first:
0.150 -0.691 0.983
0.702 -3.229 -4.699

Computed, not measured: a structure of composition C33H73Br3FIN7O5P2 at a distorted geometry, with ωB97M-V/def2-TZVPD.

Properties
Charge: +1
Electronic energy, eV: -295572.069

Last column: Mulliken charge in e.
Positions of all 125 atoms, in Å:
C1 5.850 -5.677 4.876  -1.00
C2 4.476 -4.929 5.469  0.36
C3 3.338 -5.991 5.982  -0.86
C4 1.811 -5.603 5.418  -0.20
O1 1.881 -5.759 3.959  -0.22
C5 0.587 -5.526 3.298  0.17
F1 -0.578 -6.136 4.045  -0.46
N1 0.634 -6.254 1.973  0.11
C6 1.152 -5.457 0.805  0.60
C7 2.106 -6.431 -0.164  -0.79
C8 1.661 -6.349 -1.767  -0.58
O2 2.807 -5.921 -2.627  -0.32
C9 2.338 -5.464 -3.945  -0.26
C10 1.705 -3.944 -3.909  -0.55
C11 2.072 -4.157 1.180  -1.86
I1 2.942 -3.109 -0.547  0.23
C12 1.142 -3.111 2.063  0.25
Br1 0.085 -2.016 0.744  0.27
C13 2.238 -2.176 2.915  -0.26
C14 1.568 -0.854 3.609  -0.15
C15 1.612 0.514 2.709  -0.19
C16 3.024 0.790 1.923  -0.14
O3 2.839 2.000 1.060  -0.33
C17 3.026 1.514 -0.341  -0.32
C18 0.186 -3.914 3.167  0.88
C19 -1.420 -3.784 2.866  -0.24
Br2 -2.382 -4.707 1.321  -0.09
C20 -2.321 -2.962 3.752  -0.05
C21 -1.843 -2.109 5.065  -0.90
Br3 -4.307 -2.832 3.300  -0.15
H1 6.000 -5.384 3.733  0.24
H2 6.745 -5.209 5.467  0.28
H3 5.767 -6.843 4.946  0.29
H4 4.703 -4.191 6.349  0.42
H5 4.016 -4.364 4.532  -0.36
H6 3.299 -6.163 7.139  0.34
H7 3.596 -7.034 5.460  0.29
H8 1.091 -6.347 5.968  0.32
H9 1.645 -4.478 5.772  0.10
H10 -0.292 -6.725 1.740  0.60
H11 1.309 -7.066 2.111  0.61
H12 0.265 -5.111 0.099  0.03
H13 2.048 -7.563 0.124  0.38
H14 3.253 -6.120 -0.051  0.32
H15 0.685 -5.728 -1.949  0.36
H16 1.416 -7.459 -2.125  0.25
H17 1.576 -6.212 -4.430  0.27
H18 3.303 -5.420 -4.644  0.27
H19 2.609 -3.216 -3.633  0.06
H20 1.251 -3.578 -4.923  0.36
H21 0.944 -3.834 -2.997  0.06
H22 2.957 -4.480 1.888  0.50
H23 3.214 -1.968 2.289  0.43
H24 2.586 -2.883 3.812  -0.32
H25 2.020 -0.673 4.696  0.41
H26 0.425 -1.103 3.789  -0.23
H27 1.473 1.419 3.475  0.35
H28 0.680 0.592 1.979  -0.27
H29 3.249 -0.097 1.166  0.05
H30 3.922 0.943 2.659  0.19
H31 4.132 1.095 -0.437  0.27
H32 2.211 0.694 -0.631  0.14
H33 2.918 2.393 -1.136  0.13
H34 0.498 -3.446 4.220  0.00
H35 -0.892 -2.515 5.612  0.19
H36 -2.707 -2.094 5.888  0.41
H37 -1.738 -0.966 4.730  0.27
O4 -4.894 0.000 -2.916  -0.89
P1 -4.220 0.989 -1.935  0.73
N2 -4.320 -0.075 -0.619  0.46
C22 -5.545 -0.437 0.064  -0.82
C23 -3.438 -1.239 -0.718  -0.96
N3 -5.476 2.138 -2.006  0.32
C24 -6.340 2.570 -0.918  -1.08
C25 -6.247 2.207 -3.252  -0.98
N4 -3.444 2.127 -0.807  0.20
C26 -2.197 2.608 -1.415  -1.15
C27 -3.222 1.952 0.626  -0.91
H38 -5.303 -0.890 1.047  0.07
H39 -6.156 -1.152 -0.497  0.31
H40 -6.148 0.427 0.326  0.29
H41 -2.401 -0.906 -0.843  0.10
H42 -3.698 -1.873 -1.571  0.31
H43 -3.461 -1.857 0.187  0.22
H44 -7.176 1.893 -0.768  0.39
H45 -6.763 3.566 -1.135  0.40
H46 -5.811 2.697 0.030  0.24
H47 -6.992 1.409 -3.297  0.30
H48 -5.590 2.118 -4.122  0.30
H49 -6.767 3.167 -3.361  0.33
H50 -1.422 1.833 -1.416  0.35
H51 -1.804 3.487 -0.893  0.26
H52 -2.373 2.912 -2.453  0.41
H53 -2.506 1.149 0.841  0.17
H54 -4.150 1.748 1.168  0.28
H55 -2.827 2.870 1.068  0.40
O5 -0.350 4.951 -3.510  -0.81
P2 0.392 6.235 -3.956  0.69
N5 1.045 6.525 -2.418  0.35
C28 0.287 6.963 -1.265  -0.97
C29 2.071 5.564 -2.009  -1.30
N6 -1.030 7.111 -4.292  0.27
C30 -1.498 8.322 -3.632  -1.05
C31 -2.205 6.340 -4.711  -0.95
N7 1.245 7.711 -4.469  -0.01
C32 2.023 7.402 -5.676  -1.07
C33 2.023 8.626 -3.639  -0.98
H56 0.980 7.361 -0.494  0.38
H57 -0.304 6.162 -0.808  0.08
H58 -0.357 7.808 -1.485  0.37
H59 2.876 5.546 -2.753  0.31
H60 1.666 4.552 -1.921  0.32
H61 2.534 5.832 -1.053  0.40
H62 -2.033 8.104 -2.713  0.38
H63 -2.191 8.873 -4.290  0.39
H64 -0.698 9.033 -3.418  0.24
H65 -2.704 5.886 -3.851  0.30
H66 -1.922 5.546 -5.407  0.27
H67 -2.937 6.962 -5.241  0.33
H68 2.899 6.785 -5.446  0.34
H69 2.366 8.312 -6.180  0.37
H70 1.404 6.857 -6.398  0.35
H71 2.933 8.159 -3.245  0.31
H72 1.442 9.023 -2.802  0.28
H73 2.329 9.502 -4.218  0.39

Cartesian forces (eV/Å) of the 2 atoms listed first:
-0.353 1.053 -0.030
-0.443 -0.442 -0.658